No. 1
The following is a quantum chemistry calculation of a structure of composition C30H42N9PtS, from the Open Molecules 2025 dataset.

Summary:
- E_LUMO (alpha / beta): -2.229 / -2.229 eV
- Charge: +1
- 2S+1: 1
- Kohn-Sham gap (alpha / beta): 0.2189 / 0.2189 Eh
- F_max: 16.06 eV/A
- Highest occupied orbital energy (alpha / beta): -8.19 / -8.19 eV

Each line ends with the Löwdin charge.
Cartesian coordinates (Å):
Pt: 0.000 0.000 0.000  0.92
C: -0.766 2.144 4.776  -0.05
N: -1.168 1.132 3.812  -0.15
C: -2.085 0.122 4.302  -0.04
C: -0.548 1.036 2.576  -0.34
N: -0.004 -0.005 2.011  -0.01
C: 0.196 -1.224 2.688  -0.20
C: 0.936 -1.185 3.888  -0.02
C: 1.222 -2.333 4.610  -0.06
C: 0.813 -3.561 4.115  -0.02
C: 0.143 -3.656 2.886  -0.17
C: -0.154 -4.939 2.403  -0.02
C: -0.730 -5.115 1.155  -0.06
C: -1.044 -4.000 0.394  -0.02
C: -0.839 -2.690 0.874  -0.23
N: -1.170 -1.634 0.006  -0.02
C: -2.374 -1.440 -0.455  -0.34
N: -3.564 -2.070 -0.106  -0.16
C: -4.233 -2.914 -1.090  -0.05
C: -3.868 -2.399 1.275  -0.04
N: -2.568 -0.523 -1.489  -0.12
C: -1.383 0.028 -2.143  -0.24
C: -3.694 0.403 -1.428  -0.05
C: -0.188 -2.487 2.132  -0.09
N: -0.478 2.274 1.939  -0.13
C: 0.534 2.433 0.895  -0.26
C: -1.729 2.963 1.642  -0.23
H: -0.584 1.690 5.756  0.09
H: -1.553 2.897 4.887  0.08
H: 0.159 2.650 4.481  0.10
H: -2.922 0.596 4.827  0.10
H: -1.594 -0.558 5.003  0.09
H: -2.514 -0.458 3.483  0.07
H: 1.289 -0.225 4.257  0.12
H: 1.778 -2.270 5.541  0.11
H: 1.061 -4.456 4.680  0.12
H: 0.105 -5.822 2.983  0.12
H: -0.914 -6.112 0.768  0.11
H: -1.459 -4.134 -0.601  0.12
H: -4.037 -2.592 -2.118  0.10
H: -5.317 -2.886 -0.938  0.09
H: -3.900 -3.953 -0.995  0.08
H: -3.402 -1.689 1.960  0.07
H: -3.552 -3.413 1.534  0.09
H: -4.949 -2.337 1.442  0.10
H: -0.662 -0.760 -2.386  0.09
H: -0.900 0.772 -1.507  -0.08
H: -1.652 0.508 -3.090  0.12
H: -4.650 -0.116 -1.316  0.09
H: -3.767 0.993 -2.348  0.11
H: -3.574 1.095 -0.589  0.01
H: 1.513 2.089 1.248  0.09
H: 0.646 3.489 0.626  0.11
H: 0.267 1.876 -0.005  -0.10
H: -2.389 3.016 2.513  0.16
H: -2.265 2.451 0.836  -0.15
H: -1.537 3.994 1.326  0.12
S: -1.401 1.957 0.000  0.89
C: -2.402 3.296 0.006  -0.57
N: -1.869 4.549 -0.213  0.03
C: -2.611 5.704 -0.226  -0.08
C: -3.933 5.660 -0.018  -0.07
C: -4.579 4.391 0.220  -0.05
C: -3.874 3.250 0.237  -0.03
H: -0.868 4.599 -0.371  0.15
H: -2.077 6.630 -0.409  0.13
H: -4.536 6.561 -0.025  0.11
H: -5.652 4.385 0.385  0.11
H: -4.342 2.288 0.414  0.12
N: 2.067 -2.223 0.685  0.15
C: 2.769 -1.075 0.326  -0.34
C: 4.156 -1.063 0.341  0.00
C: 4.822 0.109 -0.007  -0.05
C: 4.081 1.231 -0.352  -0.05
C: 2.701 1.128 -0.331  -0.14
N: 2.033 0.000 0.000  -0.07
H: 2.352 -3.018 0.127  0.12
H: 1.080 -2.008 0.559  0.02
H: 4.713 -1.947 0.632  0.12
H: 5.908 0.146 0.001  0.12
H: 4.564 2.163 -0.624  0.11
H: 2.073 1.976 -0.587  0.10
H: 0.000 0.000 -1.718  0.06

No. 2
The following is a quantum chemistry calculation of a structure of composition C30H43As2KN3O5, from the Open Molecules 2025 dataset.

Summary:
- E_LUMO: 2.366 eV
- Charge: -1
- 2S+1: 1
- Kohn-Sham gap: 0.2344 Eh
- Energy relative to the best compared isomer or geometry (same formula, charge and spin): 0.000 eV
- F_max: 0.32 eV/A
- Highest occupied orbital energy: -4.01 eV

Each line ends with the Löwdin charge.
Cartesian coordinates (Å):
K: 0.077 1.433 0.717  0.59
O: 3.843 -1.753 1.441  0.11
C: 2.978 -1.055 0.696  -0.48
O: 1.926 -1.489 0.309  0.09
C: 3.527 0.310 0.371  -0.14
O: 2.621 0.996 -0.434  -0.18
C: 3.015 2.349 -0.671  -0.13
C: 1.891 3.021 -1.493  -0.71
O: 2.109 3.190 -2.696  -0.02
O: 0.856 3.302 -0.824  -0.19
H: 3.352 -2.468 1.872  0.11
H: 4.510 0.193 -0.106  0.15
H: 3.686 0.821 1.331  0.14
H: 3.960 2.367 -1.223  0.12
H: 3.133 2.860 0.293  0.12
N: -1.087 -1.134 0.634  0.07
C: -1.920 -1.448 1.708  -0.27
C: -3.285 -1.636 1.477  -0.05
C: -4.151 -1.939 2.513  -0.12
C: -3.663 -2.063 3.805  -0.12
C: -2.306 -1.881 4.033  -0.05
C: -1.413 -1.571 3.012  -0.15
C: 0.043 -1.418 3.336  -0.27
C: 0.679 -2.546 3.859  -0.08
C: 1.998 -2.479 4.299  -0.14
C: 2.654 -1.257 4.229  -0.15
C: 2.004 -0.157 3.670  -0.20
C: 0.688 -0.166 3.170  -0.11
H: -1.355 -1.525 -0.259  0.05
H: -0.104 -1.302 0.810  0.03
H: -3.657 -1.540 0.463  0.10
H: -5.206 -2.080 2.308  0.09
H: -4.329 -2.297 4.627  0.09
H: -1.913 -1.972 5.038  0.11
H: 0.137 -3.486 3.936  0.10
H: 2.484 -3.353 4.719  0.08
H: 3.675 -1.169 4.591  0.09
H: 2.576 0.771 3.623  0.07
C: -4.486 2.777 -1.340  -0.33
As: -2.540 2.747 -1.075  1.13
C: -2.327 4.478 -0.186  -0.31
C: -2.009 3.272 -2.882  -0.42
C: -2.445 4.485 -3.406  -0.12
C: -2.041 4.915 -4.659  -0.10
C: -1.183 4.120 -5.401  -0.09
C: -0.760 2.903 -4.895  -0.11
C: -1.169 2.454 -3.642  -0.42
As: -0.572 0.726 -2.933  1.15
C: 0.370 0.050 -4.515  -0.33
C: -2.266 -0.239 -3.250  -0.33
H: -4.818 3.708 -1.800  0.01
H: -4.980 2.649 -0.377  0.01
H: -4.763 1.944 -1.986  0.01
H: -2.902 5.273 -0.659  0.01
H: -1.264 4.714 -0.223  0.01
H: -2.644 4.384 0.854  0.02
H: -3.107 5.117 -2.825  0.08
H: -2.382 5.868 -5.045  0.09
H: -0.835 4.449 -6.373  0.10
H: -0.079 2.309 -5.488  0.08
H: -0.241 0.072 -5.418  0.02
H: 0.656 -0.982 -4.304  0.00
H: 1.279 0.632 -4.659  0.02
H: -2.742 0.067 -4.183  0.02
H: -2.943 -0.051 -2.416  -0.01
H: -2.053 -1.308 -3.277  0.00
C: 1.773 -4.647 -0.207  -0.05
C: 0.461 -5.085 -0.868  -0.64
C: -0.225 -6.128 0.012  -0.05
C: 0.741 -5.675 -2.248  -0.06
N: -0.514 -3.987 -1.007  -0.07
N: -0.115 -2.839 -1.738  0.01
H: 2.456 -5.495 -0.116  0.08
H: 1.579 -4.246 0.788  0.08
H: 2.278 -3.874 -0.786  0.07
H: 0.425 -6.991 0.159  0.08
H: -1.157 -6.457 -0.447  0.08
H: -0.456 -5.705 0.992  0.08
H: 1.354 -6.573 -2.159  0.08
H: 1.283 -4.968 -2.878  0.07
H: -0.198 -5.936 -2.738  0.08
H: -0.789 -3.665 -0.085  0.09
H: -0.131 -3.050 -2.724  0.06
H: 0.803 -2.489 -1.472  0.05

No. 3
The following is a quantum chemistry calculation of a structure of composition C30H43BCsF5N6Sb, from the Open Molecules 2025 dataset.

Summary:
- E_LUMO: 2.100 eV
- Charge: -1
- 2S+1: 1
- Kohn-Sham gap: 0.2699 Eh
- Energy relative to the best compared isomer or geometry (same formula, charge and spin): 0.534 eV
- F_max: 1.55 eV/A
- Highest occupied orbital energy: -5.24 eV

Each line ends with the Löwdin charge.
Cartesian coordinates (Å):
Cs: 0.976 0.510 0.804  1.08
C: -3.452 2.689 -0.947  -0.05
C: -2.055 2.284 -1.291  -0.37
C: -1.613 1.088 -1.881  -0.03
C: -0.247 1.247 -2.038  -0.37
C: 0.697 0.263 -2.645  -0.03
N: 0.069 2.469 -1.547  -0.04
N: -1.032 3.100 -1.100  0.12
B: 1.376 3.292 -1.550  -0.57
N: 1.594 3.924 -0.158  0.00
N: 1.207 3.354 0.994  -0.04
C: 1.622 4.141 1.976  -0.37
C: 1.348 3.824 3.411  -0.04
C: 2.310 5.246 1.450  0.00
C: 2.272 5.063 0.081  -0.29
C: 2.875 5.917 -0.984  -0.03
N: 2.600 2.410 -1.852  -0.01
N: 3.101 1.586 -0.914  0.00
C: 4.158 0.987 -1.441  -0.36
C: 4.958 -0.010 -0.670  -0.03
C: 4.352 1.437 -2.760  0.01
C: 3.333 2.344 -2.982  -0.31
C: 3.029 3.124 -4.217  -0.03
H: -4.097 1.812 -0.917  0.06
H: -3.843 3.383 -1.693  0.07
H: -3.476 3.189 0.020  0.07
H: -2.205 0.240 -2.180  0.08
H: 0.146 -0.633 -2.927  0.08
H: 1.478 -0.026 -1.944  0.03
H: 1.181 0.673 -3.532  0.08
H: 1.289 4.167 -2.367  0.11
H: 0.869 2.849 3.490  0.06
H: 0.686 4.571 3.851  0.07
H: 2.275 3.812 3.987  0.07
H: 2.771 6.062 1.980  0.10
H: 3.353 6.781 -0.525  0.07
H: 2.115 6.263 -1.685  0.08
H: 3.624 5.360 -1.549  0.08
H: 4.524 -0.154 0.319  0.07
H: 5.987 0.334 -0.555  0.07
H: 4.974 -0.972 -1.185  0.08
H: 5.124 1.146 -3.452  0.10
H: 3.699 2.814 -5.017  0.08
H: 3.158 4.194 -4.048  0.07
H: 1.998 2.963 -4.533  0.08
C: -3.878 -2.528 -1.735  -0.17
C: -4.090 -2.327 -0.238  -0.56
C: -4.878 -3.492 0.349  -0.16
Sb: -2.121 -1.899 0.719  1.51
C: -1.929 -3.764 1.868  -0.57
C: -0.931 -3.563 3.001  -0.15
C: -1.528 -4.940 0.987  -0.14
C: -2.994 -0.761 2.409  -0.58
C: -3.355 0.636 1.917  -0.17
C: -4.183 -1.400 3.113  -0.15
H: -4.836 -2.668 -2.248  0.07
H: -3.264 -3.411 -1.925  0.07
H: -3.376 -1.670 -2.182  0.04
H: -4.658 -1.402 -0.088  0.07
H: -4.389 -4.441 0.126  0.06
H: -5.879 -3.527 -0.094  0.07
H: -4.994 -3.413 1.429  0.04
H: -2.914 -3.968 2.296  0.06
H: 0.068 -3.398 2.603  0.05
H: -0.899 -4.448 3.645  0.08
H: -1.190 -2.704 3.624  0.06
H: -0.560 -4.765 0.519  0.05
H: -2.261 -5.126 0.202  0.06
H: -1.440 -5.848 1.592  0.08
H: -2.167 -0.678 3.124  0.07
H: -4.164 0.583 1.185  0.06
H: -2.506 1.131 1.442  0.05
H: -3.701 1.263 2.745  0.08
H: -5.054 -1.419 2.456  0.06
H: -4.453 -0.818 4.000  0.07
H: -3.966 -2.418 3.441  0.06
F: 0.325 -2.759 -1.104  -0.05
C: 1.354 -3.146 -0.277  -0.31
C: 1.668 -2.358 0.817  -0.17
C: 2.738 -2.873 1.529  -0.29
F: 3.170 -2.194 2.643  0.01
C: 3.426 -4.039 1.233  -0.16
F: 4.461 -4.476 1.983  0.08
C: 3.033 -4.784 0.135  -0.15
F: 3.667 -5.925 -0.190  0.09
C: 1.976 -4.330 -0.632  -0.17
F: 1.567 -5.054 -1.697  0.08

No. 4
The following is a quantum chemistry calculation of a structure of composition C30H43BrN2P2Sn, from the Open Molecules 2025 dataset.

Summary:
- E_LUMO (alpha / beta): -6.488 / -6.522 eV
- Charge: +2
- 2S+1: 1
- Kohn-Sham gap (alpha / beta): 0.2128 / 0.1965 Eh
- Energy relative to the best compared isomer or geometry (same formula, charge and spin): 1.785 eV
- F_max: 3.16 eV/A
- Highest occupied orbital energy (alpha / beta): -12.28 / -11.87 eV

Each line ends with the Löwdin charge.
Cartesian coordinates (Å):
C: 2.504 4.847 -0.598  0.00
C: 1.411 4.205 -1.208  -0.25
C: 1.508 3.926 -2.598  0.00
C: 2.832 3.788 -3.120  -0.14
N: 3.899 4.033 -2.381  0.04
C: 3.782 4.639 -1.195  -0.11
C: 0.295 3.766 -0.386  0.07
C: -0.529 3.126 0.307  0.00
C: -1.670 2.630 1.010  -0.23
C: -1.895 1.350 1.819  -0.32
C: -3.240 0.843 1.878  -0.22
C: -4.282 1.585 1.361  -0.61
C: -4.137 2.945 0.967  -0.06
C: -2.820 3.415 0.759  -0.02
Sn: -0.755 -0.382 0.901  1.14
P: 1.837 -0.209 0.230  0.87
H: 0.643 3.850 -3.252  0.12
H: 2.376 5.474 0.299  0.13
H: 3.031 3.448 -4.152  0.12
H: 4.714 4.947 -0.723  0.11
H: -2.590 4.382 0.300  0.13
H: -1.377 1.175 2.816  0.04
H: -4.988 3.635 0.800  0.13
H: -3.400 -0.094 2.366  0.09
C: 2.426 -1.945 0.445  -0.39
C: 3.634 -2.380 -0.397  -0.13
H: 1.573 -2.614 0.213  0.06
H: 2.633 -2.081 1.527  0.09
H: 3.829 -3.438 -0.176  0.09
H: 3.428 -2.296 -1.473  0.08
H: 4.552 -1.822 -0.163  0.07
C: 1.958 0.142 -1.564  -0.38
C: 3.370 0.451 -2.084  -0.13
H: 1.304 1.016 -1.756  0.07
H: 1.514 -0.714 -2.110  0.07
H: 3.327 0.480 -3.184  0.09
H: 3.700 1.443 -1.738  0.06
H: 4.123 -0.302 -1.803  0.06
C: 3.000 0.924 1.073  -0.36
C: 4.466 0.485 1.105  -0.12
H: 2.636 1.028 2.110  0.08
H: 2.886 1.917 0.604  0.08
H: 5.026 1.221 1.697  0.09
H: 4.583 -0.492 1.593  0.08
H: 4.938 0.444 0.114  0.07
Br: -5.994 0.608 1.276  0.71
P: -1.988 -1.732 -1.001  0.82
C: -0.780 -2.453 -2.161  -0.39
C: -1.356 -3.747 -2.751  -0.13
H: 0.170 -2.610 -1.614  0.06
H: -0.554 -1.725 -2.966  0.09
H: -0.614 -4.250 -3.385  0.09
H: -1.657 -4.454 -1.958  0.07
H: -2.234 -3.526 -3.382  0.07
C: -3.008 -3.033 -0.235  -0.37
C: -4.315 -3.234 -1.011  -0.13
H: -3.154 -2.729 0.815  0.07
H: -2.424 -3.973 -0.209  0.09
H: -4.969 -3.939 -0.473  0.09
H: -4.870 -2.289 -1.152  0.07
H: -4.129 -3.667 -2.010  0.07
C: -3.039 -0.521 -1.897  -0.37
C: -3.301 -1.019 -3.337  -0.13
H: -2.505 0.450 -1.870  0.08
H: -3.989 -0.367 -1.338  0.08
H: -3.895 -0.274 -3.890  0.09
H: -2.351 -1.184 -3.886  0.07
H: -3.880 -1.965 -3.329  0.07
C: 0.002 -1.369 5.816  0.00
C: -0.244 -0.022 5.532  -0.01
C: -0.299 0.365 4.202  -0.11
N: -0.130 -0.524 3.158  -0.13
C: 0.021 -1.844 3.446  -0.16
C: 0.129 -2.298 4.758  -0.02
H: 0.056 -1.698 6.838  0.12
H: -0.441 0.748 6.293  0.13
H: -0.615 1.401 3.983  0.12
H: 0.036 -2.545 2.586  0.09
H: 0.266 -3.366 4.922  0.12

No. 5
The following is a quantum chemistry calculation of a structure of composition C30H43ClN6O3RhTe, from the Open Molecules 2025 dataset.

Summary:
- E_LUMO (alpha / beta): -6.222 / -7.363 eV
- Charge: +2
- 2S+1: 2
- Kohn-Sham gap (alpha / beta): 0.1791 / 0.1367 Eh
- Energy relative to the best compared isomer or geometry (same formula, charge and spin): 4.387 eV
- F_max: 0.95 eV/A
- Highest occupied orbital energy (alpha / beta): -11.09 / -11.08 eV

Each line ends with the Mulliken spin population.
Cartesian coordinates (Å):
Rh: -0.372 0.302 0.278  0.01
C: 3.191 1.117 -0.953  0.00
C: 1.854 0.697 -0.438  0.02
O: 0.846 0.700 -1.307  0.00
N: 1.564 0.288 0.758  0.04
Te: 3.595 -2.069 0.933  0.94
C: 4.828 -3.433 1.986  -0.03
C: 4.640 -3.690 3.348  -0.02
C: 3.633 -2.946 4.178  0.03
C: 5.467 -4.620 3.971  -0.01
C: 6.485 -5.263 3.285  0.02
C: 7.358 -6.277 3.959  0.00
C: 6.698 -4.925 1.947  0.01
C: 5.901 -4.013 1.280  -0.05
C: 6.231 -3.638 -0.138  0.03
C: 1.652 -3.011 0.923  0.02
C: 0.950 -3.754 -1.088  0.02
C: 1.820 -3.596 -2.324  0.00
C: -0.334 -4.416 -1.257  0.00
C: -0.744 -4.976 0.025  0.00
C: -1.650 -6.190 0.025  0.00
C: -0.051 -4.233 1.914  0.00
C: 0.855 -3.109 2.120  -0.05
C: 0.656 -2.073 3.157  0.01
H: 3.075 2.003 -1.574  0.00
H: 3.621 0.329 -1.577  0.00
H: 3.867 1.334 -0.128  0.00
H: 3.094 -2.199 3.593  0.04
H: 4.138 -2.420 4.989  0.00
H: 2.914 -3.629 4.633  0.00
H: 5.322 -4.823 5.025  0.00
H: 7.232 -6.257 5.039  0.00
H: 8.409 -6.102 3.729  0.00
H: 7.110 -7.280 3.608  0.00
H: 7.527 -5.378 1.416  0.00
H: 7.110 -4.183 -0.476  0.00
H: 6.462 -2.572 -0.222  0.00
H: 5.407 -3.872 -0.810  0.00
H: 2.809 -3.215 -2.061  0.01
H: 1.361 -2.898 -3.025  0.00
H: 1.954 -4.551 -2.830  0.00
H: -0.927 -4.428 -2.158  0.00
H: -1.158 -7.014 -0.489  0.00
H: -2.592 -5.970 -0.477  0.00
H: -1.862 -6.504 1.046  0.00
H: -0.449 -4.713 2.809  0.00
H: -0.367 -2.098 3.536  0.00
H: 0.865 -1.075 2.747  0.00
H: 1.310 -2.236 4.018  0.01
Cl: -2.992 3.539 2.621  0.00
C: -1.463 2.784 3.151  0.00
C: -1.070 1.812 2.067  0.00
O: -1.390 0.589 2.104  0.00
O: -0.450 2.237 1.049  0.00
H: -1.648 2.291 4.100  0.00
H: -0.728 3.577 3.239  0.00
N: 2.801 -5.090 0.033  0.03
C: 1.572 -4.381 0.194  -0.07
C: 0.873 -2.335 -0.330  0.01
N: -0.372 -1.754 0.036  0.00
C: -1.316 -2.425 0.582  0.00
C: -1.330 -3.847 0.984  0.00
N: 0.483 -5.116 0.865  0.00
H: 3.066 -5.536 0.906  0.00
H: 2.695 -5.831 -0.654  0.00
H: 1.425 -1.583 -0.886  -0.05
H: -2.188 -1.839 0.864  0.00
H: -2.298 -4.100 1.413  0.00
N: -4.166 2.920 -1.272  0.00
C: -3.122 2.593 -2.303  0.00
C: -1.964 1.909 -1.596  0.00
N: -2.356 0.722 -0.816  0.00
C: -3.528 0.947 0.033  0.00
C: -4.685 1.651 -0.663  0.00
H: -4.926 3.468 -1.679  0.00
H: -3.745 3.493 -0.529  0.00
H: -2.804 3.517 -2.782  0.00
H: -3.608 1.955 -3.041  0.00
H: -1.493 2.621 -0.909  0.00
H: -1.195 1.620 -2.311  0.00
H: -2.541 -0.057 -1.444  0.00
H: -3.234 1.545 0.899  0.00
H: -3.875 -0.008 0.423  0.00
H: -5.466 1.905 0.052  0.00
H: -5.118 1.068 -1.476  0.00